## A
2 unconnected molecules or ions with the total composition C5H11BrN. Source: the OMol25 dataset; level of theory: ωB97M-V/def2-TZVPD.

Calculated values
Molecular weight = 165.1 g/mol
HOMO-LUMO gap = 7.34 eV
Charge = +1
Spin multiplicity = 1

Last column: natural (NBO) charge in e.
Positions of all 18 atoms, in Å:
C  2.36  -1.00  0.24  -0.118
C  1.20  -0.45  0.58  -0.319
C  3.55  -0.46  -0.53  -0.630
C  -2.18  -0.80  -0.53  0.120
C  -2.83  1.38  0.40  -0.492
N  -2.16  0.48  -0.52  -0.361
Br  0.84  1.36  0.13  -0.041
H  2.33  -1.95  0.64  0.216
H  3.67  -1.20  -1.24  0.239
H  4.26  -0.62  0.26  0.245
H  3.37  0.50  -0.79  0.228
H  -1.65  -1.23  -1.32  0.237
H  0.41  -0.72  1.21  0.208
H  -2.41  -1.23  0.41  0.227
H  -3.08  2.44  0.16  0.284
H  -3.69  0.78  0.85  0.240
H  -2.22  1.64  1.25  0.263
H  -1.77  1.09  -1.22  0.455

## B
2 unconnected molecules or ions with the total composition C5H11BrN. Source: the OMol25 dataset; level of theory: ωB97M-V/def2-TZVPD.

Calculated values
Molecular weight = 165.1 g/mol
HOMO-LUMO gap = 7.17 eV
Charge = +1
Spin multiplicity = 1

Last column: natural (NBO) charge in e.
Positions of all 18 atoms, in Å:
C  -0.78  -3.15  -0.67  -0.353
C  -0.18  -2.49  0.30  -0.375
C  1.15  1.65  0.56  -0.600
C  -1.16  0.61  0.66  0.022
C  -0.28  1.59  0.02  -0.175
N  -0.38  1.80  -1.35  -0.789
Br  -2.70  0.02  -0.15  0.353
H  -0.62  -4.21  -0.78  0.223
H  -1.44  -2.69  -1.38  0.191
H  0.48  -2.96  1.01  0.217
H  1.71  0.78  0.21  0.246
H  1.17  1.67  1.64  0.239
H  1.65  2.54  0.19  0.251
H  -1.10  0.47  1.73  0.252
H  -0.82  2.44  0.55  0.343
H  0.44  2.06  -1.87  0.418
H  -1.10  1.32  -1.87  0.403
H  -0.30  -1.41  0.44  0.133

So which one is most stable? That would be A, about 11.7 kcal/mol below the next structure.